1.
Entry from OMol25: 5 unconnected molecules or ions with the total composition C47H107BClF2IN6O5PS2 (wB97M-V/def2-TZVPD).

Structure (ORCA input):
```
! wB97M-V def2-TZVPD RIJCOSX def2/J DEFGRID3
* xyz 1 1
C -3.74630 3.66667 1.11172
C -4.01069 2.23044 0.69069
N -2.89818 1.33798 1.00042
C -2.92966 0.12383 0.15843
C -1.93116 0.22020 -1.02195
C -2.73465 0.00268 -2.32490
B -3.52881 -1.35214 -2.49331
O -4.78065 -1.39976 -1.90909
O -3.09590 -2.44324 -3.19884
C -0.53288 -0.46488 -0.88314
C 0.51195 0.62970 -1.28167
C 0.27893 1.37498 -2.58328
F 1.08327 2.51370 -2.50670
C -0.27292 -1.75283 -1.73710
C -0.18853 -1.75704 -3.26810
C 1.29572 -1.94539 -3.68721
C 1.65692 -1.33965 -5.04323
S 3.16851 -0.39271 -4.83008
O 3.03660 0.47749 -3.70543
O 4.23927 -1.31190 -4.70541
Cl 3.44863 0.78377 -6.46473
C -0.16829 -0.99072 0.57030
C 1.07171 -0.38808 1.23585
C 2.39154 -1.01744 0.77147
C 2.63339 -2.33923 1.48677
I 4.36241 -3.31023 0.65448
N -1.28768 -0.90341 1.59627
P -1.13500 -2.19638 2.92060
S -1.29886 -1.46042 4.68850
C -2.65306 -1.07635 1.00643
F -2.67518 -2.24728 0.32186
O -3.46313 -1.19143 2.10672
C -4.85398 -1.51067 1.83352
C -5.29990 -2.77930 2.53998
C -4.95717 -2.65422 4.03590
C -4.79454 -4.06096 1.88105
C -5.09778 -5.25132 2.82344
C -5.47824 -4.33330 0.55030
H -2.79654 4.02036 0.73028
H -3.86941 3.81154 2.17826
H -4.51443 4.26575 0.63033
H -4.94655 1.91121 1.15619
H -4.21331 2.25809 -0.37314
H -2.90762 1.07985 1.98107
H -3.95170 0.04753 -0.19247
H -1.72318 1.28233 -1.00685
H -3.50982 0.76566 -2.30068
H -2.18297 0.23661 -3.22346
H -5.30231 -2.14250 -2.25086
H -3.82041 -2.94751 -3.59864
H 1.52302 0.24782 -1.32034
H 0.39476 1.40887 -0.53693
H -0.72994 1.74956 -2.71927
H 0.63315 0.84978 -3.45533
H 0.67218 -2.15531 -1.38797
H -1.00744 -2.49072 -1.41768
H -0.69706 -2.63088 -3.64539
H -0.57829 -0.91300 -3.81844
H 1.56373 -2.99431 -3.70645
H 1.91308 -1.44081 -2.95317
H 1.84656 -2.06329 -5.82695
H 0.91617 -0.64358 -5.42545
H 0.04932 -2.05042 0.53125
H 1.03332 -0.65264 2.29816
H 1.10745 0.69502 1.24563
H 2.37791 -1.26006 -0.28293
H 3.23452 -0.38016 1.01015
H 2.75017 -2.22283 2.55807
H 1.82793 -3.03536 1.29376
H -1.18259 -0.03515 2.13216
H 0.18518 -2.62130 2.71412
H -1.96999 -3.26612 2.57812
H -5.43935 -0.70654 2.26969
H -5.10830 -1.52701 0.77912
H -6.38715 -2.77015 2.47241
H -3.99489 -3.10712 4.25539
H -4.88373 -1.62299 4.35211
H -5.70922 -3.18082 4.60530
H -3.71815 -4.05472 1.71873
H -6.08737 -5.15929 3.25037
H -5.00132 -6.16254 2.24168
H -4.34279 -5.26697 3.59636
H -4.95381 -5.16303 0.08076
H -6.49934 -4.67146 0.67960
H -5.41274 -3.50252 -0.14569
C 6.42576 6.05497 -9.93325
C 5.50101 5.39271 -8.92276
N 6.20854 4.63577 -7.90747
C 5.34368 3.77672 -7.12207
C 4.28003 4.44099 -6.23709
C 7.21799 5.36760 -7.16175
C 6.78048 6.62361 -6.39693
H 7.09400 5.32294 -10.38827
H 5.83515 6.51326 -10.72736
H 7.02957 6.84304 -9.48197
H 4.85060 4.70277 -9.46763
H 4.84371 6.16276 -8.48866
H 5.96371 3.12604 -6.49810
H 4.83303 3.09998 -7.81775
H 4.71612 4.89426 -5.34820
H 3.56713 3.68959 -5.89002
H 3.71331 5.20193 -6.77460
H 8.00941 5.65523 -7.85827
H 7.70414 4.67794 -6.46706
H 6.13249 7.26700 -6.99355
H 7.66053 7.21065 -6.12667
H 6.26491 6.38040 -5.46902
C 5.91055 4.35018 1.19888
C 6.37393 3.84465 -0.15965
N 6.46078 2.39875 -0.23330
C 7.16554 1.91909 -1.41189
C 6.54438 2.19593 -2.78733
C 5.25278 1.67841 0.11138
C 3.98653 1.98290 -0.69830
H 6.54097 3.95601 1.99725
H 5.97094 5.43865 1.22682
H 4.87443 4.07709 1.40712
H 7.37010 4.25319 -0.34603
H 5.71524 4.26471 -0.93622
H 7.32691 0.84257 -1.30830
H 8.16743 2.35893 -1.39662
H 5.68363 1.55681 -2.98414
H 7.27932 1.98686 -3.56770
H 6.23820 3.23703 -2.90004
H 5.03556 1.86463 1.16773
H 5.45996 0.60449 0.06124
H 3.82703 3.05232 -0.83974
H 3.10929 1.59343 -0.16969
H 4.00414 1.50371 -1.67500
C -9.38430 -0.97663 3.29337
C -9.85206 -2.16588 2.46715
N -10.11259 -3.34804 3.26317
C -10.27710 -4.55274 2.46702
C -11.47274 -4.63092 1.51117
C -11.05475 -3.17753 4.35813
C -12.46603 -2.68052 4.02202
H -8.51553 -1.24415 3.89927
H -9.09659 -0.15783 2.63111
H -10.16254 -0.59625 3.95462
H -9.05972 -2.40890 1.75086
H -10.72487 -1.85873 1.87050
H -10.30621 -5.41371 3.13994
H -9.36270 -4.68425 1.87632
H -12.40816 -4.79735 2.04222
H -11.34115 -5.47347 0.82918
H -11.57392 -3.73265 0.90127
H -10.61417 -2.48280 5.07795
H -11.12839 -4.12191 4.90202
H -12.45536 -1.84051 3.32605
H -12.95864 -2.33931 4.93424
H -13.08894 -3.46795 3.60163
C 7.28139 -0.80309 7.52488
C 6.70858 -0.26343 6.22290
N 5.82663 -1.20108 5.55143
C 5.50972 -0.81765 4.19024
C 4.70690 0.47224 3.97008
C 4.71715 -1.70249 6.34205
C 3.73164 -0.68458 6.93262
H 7.77995 -1.75963 7.36440
H 8.01565 -0.10165 7.92179
H 6.51348 -0.93531 8.28821
H 7.54546 -0.04784 5.55380
H 6.21656 0.70073 6.42646
H 4.98123 -1.64399 3.70489
H 6.45222 -0.72425 3.64223
H 3.65476 0.34843 4.23267
H 4.74220 0.74739 2.91257
H 5.10876 1.31256 4.53572
H 5.12852 -2.29008 7.16623
H 4.16277 -2.42879 5.74032
H 4.23933 0.16469 7.39085
H 3.13443 -1.16402 7.71110
H 3.03387 -0.30660 6.18575
*
```

Values from the calculation:
Calculated total energy in Eh: -4679.70146

Results of the Mulliken charge analysis, in e, for atoms 1 through 5: -1.40, -0.23, -0.27, -1.19, -0.28


2.
Entry from OMol25: a molecular structure, C15H15NSn (wB97M-V/def2-TZVPD).

Structure (ORCA input):
```
! wB97M-V def2-TZVPD RIJCOSX def2/J DEFGRID3
* xyz -2 1
C 1.39545 1.82533 1.06564
C 1.31094 2.28579 -0.27784
C 1.95265 1.32187 -1.11788
C 2.35079 0.21541 -0.29594
C 2.01554 0.53758 1.05154
Sn 0.62181 -0.74158 -2.20443
N -1.47359 0.44222 1.01405
C -2.72618 0.86962 1.19989
C -2.10494 0.79467 -0.24973
H 2.15329 1.45965 -2.17520
H 0.86003 3.21784 -0.61812
H 2.88881 -0.67142 -0.61264
H 2.22835 -0.07798 1.92264
H 1.05281 2.37002 1.94609
H -1.70038 1.72239 -0.66993
H -2.82654 1.83443 1.68527
H -1.06202 -0.45701 1.28140
H -2.51232 0.02590 -0.93771
H -3.52095 0.16912 1.43850
C 0.08850 -2.34986 -1.02809
C -0.19291 -3.55293 -0.90436
C -0.49037 -4.92015 -0.82310
C 0.04970 -5.69161 0.23377
C -0.22460 -7.05268 0.29568
C -1.01353 -7.65668 -0.68985
C -1.53682 -6.90404 -1.74817
C -1.27839 -5.54155 -1.82974
H 0.68496 -5.20453 0.98076
H 0.18384 -7.63400 1.11877
H -1.22128 -8.72260 -0.63580
H -2.14857 -7.37547 -2.51455
H -1.66253 -4.93937 -2.66078
*
```

Values from the calculation:
ΔE to the lowest compared entry with this formula, charge and spin in kcal per mole: 5.1

Results of the Mulliken charge analysis, in e, for atoms 1 through 5: -0.41, -0.58, -0.65, -0.80, -0.63


3.
Entry from OMol25: a molecular structure, C39H50EuFN8O10PTe (wB97M-V/def2-TZVPD).

Structure (ORCA input):
```
! wB97M-V def2-TZVPD RIJCOSX def2/J DEFGRID3
* xyz 0 8
Eu -0.06072 0.19276 0.96297
C -4.81098 -3.69718 -3.67564
C -3.78741 -2.77862 -3.03720
C -3.62179 -1.48458 -3.47683
C -2.84468 -0.61030 -2.71633
C -2.77863 0.72286 -3.17578
N -2.22532 1.73588 -2.50436
C -2.29343 3.10217 -2.97491
C -1.54777 4.11985 -2.08953
C -1.63983 4.03645 -0.56015
N -2.98446 4.38561 -0.07387
C -3.16762 4.58354 1.23695
C -2.71361 3.82240 2.28877
C -2.71592 4.46236 3.56137
C -2.59253 3.80537 4.76142
C -2.31116 4.54656 6.07256
C -2.62738 2.42417 4.71931
C -2.61047 1.77798 3.43923
C -2.65978 0.32043 3.60327
N -2.18455 -0.54105 2.76710
C -2.14420 -1.93204 3.17433
C -0.73752 -2.48668 3.20515
C -0.28609 -3.14648 1.89148
N -0.57615 -2.46316 0.64680
C -1.68595 -2.87718 0.08626
C -2.30557 -2.36112 -1.07969
C -3.08871 -3.21911 -1.91971
C -2.08503 -1.01972 -1.55546
O -1.19127 -0.21794 -1.04056
C -2.23017 2.41938 2.26460
O -1.70247 1.82463 1.25800
H -4.50055 -4.75242 -3.61638
H -5.11065 -3.45055 -4.76645
H -5.71346 -3.61358 -3.04179
H -4.12754 -1.14037 -4.35566
H -3.28728 0.87640 -4.16277
H -1.62218 1.44681 -1.72868
H -3.36574 3.38034 -3.05707
H -1.87755 3.17659 -3.97274
H -1.84521 5.13211 -2.37749
H -0.47955 3.93807 -2.31445
H -0.78435 4.64305 -0.12959
H -1.40050 3.06233 -0.23476
H -3.49293 4.97240 -0.70940
H -3.90674 5.37288 1.46365
H -2.91982 5.53702 3.66876
H -1.31959 5.01706 6.05733
H -2.28532 3.86483 6.90765
H -3.13502 5.23124 6.25248
H -2.51446 1.84282 5.65214
H -3.18135 -0.08676 4.50779
H -2.70725 -2.44981 2.41379
H -2.57331 -2.02573 4.18941
H -0.77002 -3.29801 3.97708
H -0.04747 -1.75715 3.55056
H -0.73794 -4.16547 1.78454
H 0.75422 -3.41344 1.87960
H -2.16554 -3.80056 0.45602
H -3.34477 -4.26038 -1.62826
F 4.22717 -1.39957 -0.98754
C 3.20144 -0.81955 -1.64220
C 2.95651 0.48004 -1.37555
N 2.29424 1.33820 -2.13242
C 2.46439 2.74728 -1.82971
C 1.57440 2.97015 -0.57070
O 1.74388 4.01185 0.02433
O 0.79937 2.03884 -0.25151
C 1.30769 1.07241 -3.13671
O 0.71331 2.03566 -3.60523
N 0.89613 -0.27162 -3.39305
C 1.03123 -2.56758 -4.01590
O -0.17695 -2.52832 -4.32149
H 3.52393 0.93740 -0.57335
H 2.05710 3.30409 -2.69589
H 3.49910 2.84498 -1.52075
H 0.33413 -0.26309 -4.26737
C 4.19481 0.04564 6.04239
C 2.67484 -0.20086 6.07816
O 1.97727 -0.04922 4.77970
P 2.68502 -0.34652 3.38198
O 1.73090 -0.45834 2.25157
Te 4.07217 -2.25830 3.41302
O 3.67724 0.90807 3.06635
C 3.41308 2.29467 2.72500
C 4.70468 2.82269 2.12638
H 4.43433 0.91968 5.47252
H 4.64741 -0.86623 5.49576
H 4.60235 0.13089 7.07605
H 2.21451 0.52482 6.74801
H 2.36743 -1.18381 6.42650
H 3.21660 2.81898 3.64703
H 2.65714 2.43873 2.00260
H 5.34104 3.22978 2.90927
H 4.48824 3.61450 1.36607
H 5.24256 2.02043 1.62141
N 2.48361 -1.66779 -2.31573
C 1.55206 -1.44482 -3.19041
N 1.76304 -3.66108 -4.30281
C 1.05217 -4.60223 -5.13964
C 1.77521 -5.87275 -5.42990
O 3.15954 -5.64442 -5.72022
C 3.64257 -5.14878 -4.38037
C 3.17068 -3.72621 -4.23364
H 0.90858 -4.06214 -6.13366
H 0.02195 -4.75496 -4.69332
H 1.37523 -6.29798 -6.38341
H 1.69657 -6.68444 -4.68270
H 4.73410 -5.14010 -4.46118
H 3.31241 -5.83196 -3.52864
H 3.60332 -3.21978 -5.12054
H 3.63330 -3.30434 -3.34341
*
```

Values from the calculation:
Calculated total energy in Eh: -4126.19214

Results of the Mulliken charge analysis, in e, for atoms 1 through 5: 1.12, -1.66, 0.37, -0.87, 0.69


4.
Entry from OMol25: a single C19H22N2O3 molecule (wB97M-V/def2-TZVPD).

Structure (ORCA input):
```
! wB97M-V def2-TZVPD RIJCOSX def2/J DEFGRID3
* xyz 0 1
C 1.60357 2.70714 -2.70782
C 2.05587 1.87426 -1.53965
C 3.02939 0.89272 -1.69846
O 3.60120 0.64295 -2.89659
C 3.46277 0.13403 -0.60572
C 2.89327 0.32041 0.62566
C 1.88558 1.27508 0.82699
C 1.19257 1.44105 2.10024
O 0.49093 2.42897 2.33123
C 1.23335 0.33451 3.14920
N 0.23403 -0.70181 2.97316
C 0.48543 -1.78520 2.05285
C -0.01221 -1.55241 0.61693
N -1.41540 -1.19931 0.65386
C -2.17268 -1.33967 -0.50843
C -1.60122 -1.61456 -1.75260
C -2.39525 -1.80956 -2.86805
C -3.77273 -1.73012 -2.77839
C -4.35181 -1.45806 -1.54927
C -3.56753 -1.26982 -0.43049
C -1.63530 -0.02025 1.47113
C -1.14670 -0.27471 2.90139
C 1.50454 2.08998 -0.27027
O 0.59283 3.05909 -0.14089
H 1.15062 2.08363 -3.48078
H 0.85916 3.42098 -2.36963
H 2.43684 3.26245 -3.14183
H 3.22775 1.22974 -3.56706
H 4.24129 -0.59398 -0.76340
H 3.24379 -0.27319 1.45377
H 2.21098 -0.14277 3.20641
H 1.02398 0.81319 4.11324
H 1.55191 -2.01332 2.03767
H -0.04740 -2.65756 2.45079
H 0.10360 -2.48672 0.06442
H 0.59187 -0.77391 0.12633
H -0.52877 -1.66249 -1.86321
H -1.92668 -2.01698 -3.81979
H -4.38829 -1.87949 -3.65246
H -5.42717 -1.40097 -1.46005
H -4.04037 -1.08487 0.52234
H -2.69584 0.22567 1.49168
H -1.09969 0.84124 1.04104
H -1.27393 0.62939 3.49792
H -1.75451 -1.07594 3.33728
H 0.34635 3.11115 0.81931
*
```

Values from the calculation:
Structure (SMILES): Cc1c(O)ccc(C(=O)CN2CCN(c3ccccc3)CC2)c1O
ΔE to the lowest compared entry with this formula, charge and spin in kcal per mole: 37.9

Results of the Mulliken charge analysis, in e, for atoms 1 through 5: -2.11, 1.15, 0.80, -0.64, -1.30